No. 1
{
  "formula": "C24H30Cl2N2O6",
  "method": "the ωB97M-V functional and the def2-TZVPD basis",
  "elements": ["C", "C", "O", "C", "C", "C", "C", "O", "C", "C", "C", "C", "Cl", "C", "C", "Cl", "C", "C", "C", "O", "O", "H", "H", "H", "H", "H", "H", "H", "H", "H", "H", "H", "H", "C", "N", "C", "O", "C", "C", "C", "C", "C", "N", "C", "C", "O", "H", "H", "H", "H", "H", "H", "H", "H", "H", "H", "H", "H", "H", "H", "H", "H", "H", "H"],
  "coordinates": [[-1.42594, -9.31860, 0.82702], [-1.86755, -7.86540, 0.65400], [-0.94361, -7.25113, -0.26897], [-0.64848, -5.91203, -0.15713], [0.42818, -5.45354, -0.92457], [0.82508, -4.11165, -0.88524], [0.15488, -3.20492, -0.06022], [0.52002, -1.88673, -0.02591], [1.47566, -1.49444, 0.88716], [2.33666, -2.37770, 1.57204], [3.28907, -1.89085, 2.47599], [3.40365, -0.51891, 2.70844], [4.59123, 0.09470, 3.82960], [2.55730, 0.36167, 2.03577], [1.59859, -0.11746, 1.13811], [0.53715, 1.02197, 0.35568], [-0.93315, -3.64592, 0.69701], [-1.34114, -4.98483, 0.64633], [-3.32778, -7.81690, 0.15967], [-3.59320, -8.15700, -0.98185], [-4.27441, -7.42670, 1.04539], [-2.08883, -9.83741, 1.52618], [-1.45226, -9.84233, -0.13459], [-0.40566, -9.35819, 1.22001], [-1.81306, -7.38881, 1.63630], [0.95478, -6.15729, -1.56215], [1.65235, -3.76392, -1.49611], [2.27901, -3.44852, 1.40705], [3.94795, -2.57726, 2.99968], [2.64543, 1.42820, 2.21455], [-1.46766, -2.93362, 1.31725], [-2.20504, -5.27920, 1.23163], [-5.10767, -7.47332, 0.55021], [3.27782, 7.06115, -1.68706], [2.13466, 6.30141, -1.18388], [1.89372, 5.01665, -1.46135], [2.65555, 4.34395, -2.15069], [0.63597, 4.33734, -0.88612], [-0.61442, 4.60371, -1.75044], [-1.70487, 3.52526, -1.60723], [-3.04019, 4.05404, -2.13027], [-1.35487, 2.26706, -2.40803], [0.33872, 4.57104, 0.54292], [0.08561, 5.72514, 1.16391], [-0.18158, 5.63394, 2.64842], [0.05061, 6.81356, 0.60655], [4.17575, 6.44036, -1.66594], [3.43955, 7.94596, -1.07094], [3.08926, 7.36765, -2.71706], [1.44759, 6.78220, -0.61156], [0.86404, 3.27920, -0.98611], [-1.02552, 5.57784, -1.48302], [-0.31926, 4.65700, -2.79987], [-1.82923, 3.26071, -0.55652], [-2.94752, 4.33538, -3.17956], [-3.33955, 4.92682, -1.54926], [-3.80701, 3.28629, -2.02714], [-2.12843, 1.51254, -2.26550], [-1.27976, 2.50798, -3.46889], [-0.40377, 1.85344, -2.08092], [0.32411, 3.74855, 1.12317], [0.72052, 5.29884, 3.15659], [-0.99502, 4.93369, 2.82986], [-0.46400, 6.61932, 3.01759]],
  "forces_ev_per_angstrom": [[-0.086, -0.045, -0.284], [0.235, 0.217, 0.538], [-0.642, 0.000, 0.485], [-0.180, 0.583, 0.258], [0.033, 0.319, 0.031], [-0.370, -0.256, 0.219], [-0.426, -1.465, 0.079], [0.585, 0.860, 0.437], [0.194, -0.117, 0.207], [-0.051, 0.611, 0.008], [-0.191, 0.257, -0.157], [-0.460, -0.323, -0.455], [-0.251, -0.117, -0.232], [0.005, -0.125, -0.021], [0.365, -0.230, 0.364], [0.153, -0.388, 0.166], [0.341, -0.198, -0.318], [0.269, -0.130, -0.256], [0.186, -0.499, -2.074], [0.038, 0.555, 1.574], [0.768, -0.119, -0.248], [0.046, 0.090, -0.081], [-0.036, 0.149, 0.155], [-0.187, 0.114, -0.060], [0.074, 0.208, -0.111], [-0.090, 0.072, 0.091], [-0.068, -0.063, 0.073], [-0.120, 0.168, -0.053], [-0.134, 0.070, -0.116], [-0.068, -0.126, -0.073], [0.042, -0.088, -0.049], [0.067, -0.034, -0.066], [-0.057, -0.017, 0.085], [-0.228, -0.589, -0.107], [-0.288, 0.828, 0.534], [0.860, -0.511, -0.148], [-0.367, 0.011, -0.012], [-0.581, 0.360, -0.140], [-0.077, -0.036, 0.211], [0.048, 0.065, -0.728], [0.217, 0.080, 0.485], [0.130, 0.200, 0.454], [0.516, -0.893, -0.442], [-0.393, 0.767, 0.397], [-0.069, -0.025, -0.109], [0.076, 0.252, -0.370], [-0.112, 0.044, -0.035], [-0.150, -0.124, 0.008], [0.153, 0.054, -0.022], [-0.016, -0.009, -0.087], [0.163, 0.050, 0.176], [0.049, 0.085, 0.027], [0.080, 0.001, -0.065], [0.049, 0.002, 0.189], [-0.075, 0.025, -0.042], [-0.156, 0.082, -0.111], [-0.094, 0.046, -0.104], [0.046, -0.099, -0.075], [-0.015, -0.025, -0.043], [0.080, -0.173, -0.142], [0.101, -0.072, -0.049], [-0.019, -0.091, 0.146], [0.022, -0.106, 0.178], [0.067, -0.130, -0.090]],
  "mulliken_charge": [-1.585, 0.438, -0.418, 0.638, -0.545, -0.216, -0.464, -0.321, 0.460, -0.277, -0.840, 0.182, -0.223, -0.770, 0.513, -0.142, -0.595, -0.185, 0.482, -0.547, -0.439, 0.405, 0.338, 0.383, 0.352, 0.412, 0.429, 0.402, 0.405, 0.449, 0.433, 0.395, 0.350, -0.980, -0.027, -0.182, -0.693, 0.466, -1.148, 0.965, -1.697, -1.529, 0.068, 0.930, -1.305, -0.751, 0.334, 0.354, 0.291, 0.231, 0.074, 0.377, 0.532, 0.231, 0.338, 0.433, 0.422, 0.362, 0.401, 0.385, 0.206, 0.315, 0.339, 0.357],
  "orbital_gap_ev": 9.3805,
  "homo_energy_ev": -8.96
}

=====

No. 2
{
  "formula": "C24H30Cl3N9W",
  "method": "the ωB97M-V functional and the def2-TZVPD basis",
  "elements": ["W", "C", "C", "N", "C", "C", "N", "C", "C", "N", "H", "H", "H", "H", "H", "H", "H", "H", "H", "H", "H", "H", "H", "H", "H", "C", "N", "C", "C", "N", "C", "C", "C", "C", "C", "C", "N", "C", "N", "C", "C", "C", "C", "C", "C", "N", "H", "H", "H", "H", "H", "H", "H", "H", "H", "H", "H", "H", "H", "H", "H", "Cl", "C", "Cl", "Cl", "C", "N"],
  "coordinates": [[0.02644, 0.04975, -0.10959], [2.63469, -1.66748, -0.03108], [1.68176, -2.21573, -1.10093], [0.94638, -1.09915, -1.74941], [1.79618, -0.29865, -2.67014], [1.55195, 1.19790, -2.43933], [1.55348, 1.46034, -0.97791], [2.91603, 1.37496, -0.37098], [2.84136, 0.59100, 0.94127], [1.96477, -0.59460, 0.76643], [2.96456, -2.49205, 0.60826], [3.53816, -1.26032, -0.48967], [2.25625, -2.79548, -1.83347], [0.94576, -2.88942, -0.64247], [0.21570, -1.51498, -2.34623], [2.85153, -0.53988, -2.53646], [1.56268, -0.51912, -3.71442], [2.32678, 1.78518, -2.95726], [0.18034, 2.59271, -2.99777], [1.23912, 2.43162, -0.86417], [3.59456, 0.88832, -1.07306], [3.32709, 2.36963, -0.17535], [3.85000, 0.29090, 1.25113], [2.41905, 1.22250, 1.73109], [1.81025, -0.96942, 1.70758], [-2.98198, -0.48333, -0.82120], [-1.92750, 0.53288, -1.07367], [-2.34420, 1.90754, -0.72400], [-1.77475, 2.26368, 0.61779], [-0.74318, 1.56755, 1.16050], [-0.46478, 2.21698, 2.37548], [0.44421, 1.94947, 3.39904], [0.49885, 2.83565, 4.46575], [-0.33823, 3.95039, 4.54982], [-1.29385, 4.20388, 3.57798], [-1.33687, 3.32448, 2.50215], [-2.14197, 3.28965, 1.37912], [-2.36872, -1.68902, -0.19536], [-1.17442, -1.59237, 0.43447], [-0.97594, -2.84306, 1.03586], [0.02789, -3.33403, 1.86970], [-0.04296, -4.66379, 2.25303], [-1.08989, -5.49396, 1.84828], [-2.12904, -5.01373, 1.06707], [-2.05452, -3.68396, 0.67819], [-2.89855, -2.90231, -0.08968], [-3.50906, -0.74739, -1.74521], [-3.72875, -0.08995, -0.11797], [-1.74426, 0.49440, -2.08859], [-3.43670, 2.01702, -0.71865], [-1.96215, 2.61093, -1.47718], [1.06800, 1.06829, 3.40658], [1.20012, 2.65662, 5.26689], [-0.25268, 4.61511, 5.39658], [-1.96999, 5.04229, 3.65640], [-2.88854, 3.95544, 1.20769], [0.81765, -2.70553, 2.25333], [0.73012, -5.06948, 2.88772], [-1.09163, -6.52500, 2.16472], [-2.95645, -5.64559, 0.78889], [-3.78492, -3.22306, -0.46534], [1.10746, 2.99836, -5.37300], [0.12217, 1.58185, -5.34468], [-0.38861, 0.97458, -6.85449], [-1.20000, -0.37909, -4.05150], [-0.20885, 1.05285, -4.14682], [0.19262, 1.57625, -2.88174]],
  "forces_ev_per_angstrom": [[-1.011, 0.121, 1.200], [-0.035, -0.552, -0.611], [0.496, -0.551, 0.512], [-0.298, -0.143, -0.256], [0.309, 0.877, -0.312], [-0.148, -0.399, -0.697], [-0.198, 0.287, -0.006], [0.417, -0.288, 0.532], [0.381, 0.731, -0.066], [-0.301, -0.157, 0.571], [-0.075, 0.177, -0.006], [-0.102, 0.036, 0.078], [-0.176, 0.095, 0.028], [0.178, 0.160, -0.168], [0.153, 0.189, 0.288], [-0.124, -0.044, 0.110], [0.050, -0.158, 0.141], [-0.133, -0.101, 0.209], [-0.037, -0.039, 0.151], [-0.041, -0.288, 0.061], [-0.098, 0.074, -0.003], [-0.117, -0.108, -0.101], [-0.194, 0.026, 0.016], [0.053, -0.149, -0.135], [0.006, 0.071, -0.223], [-0.471, -0.357, 0.199], [0.069, -0.164, -0.237], [-0.234, 0.613, 0.116], [-0.593, 0.499, -0.234], [0.125, -0.463, -0.746], [0.070, 0.747, 0.893], [-0.098, 0.047, -0.081], [0.039, -0.191, -0.134], [-0.232, 0.018, -0.229], [0.026, -0.148, -0.118], [1.023, -0.564, 0.572], [0.002, -0.543, -0.651], [-0.620, -0.128, -0.438], [0.479, 0.573, -0.394], [-0.148, -1.147, 0.412], [-0.121, 0.070, -0.186], [0.118, 0.200, -0.023], [-0.164, 0.119, -0.150], [0.050, 0.097, 0.059], [1.149, -0.064, 0.620], [0.098, 0.918, -0.206], [0.058, 0.149, 0.082], [0.115, -0.010, -0.140], [0.030, 0.185, 0.324], [0.200, -0.057, -0.061], [-0.047, -0.231, 0.113], [0.076, -0.083, -0.021], [0.057, -0.059, 0.040], [-0.019, 0.029, 0.054], [-0.046, 0.076, 0.008], [-0.058, -0.119, -0.216], [0.101, 0.014, 0.030], [0.037, -0.022, 0.094], [-0.061, -0.106, 0.039], [-0.130, -0.103, -0.065], [-0.065, 0.184, -0.058], [-0.188, -0.297, -0.038], [-0.171, -0.081, -0.015], [0.162, 0.219, 0.669], [-0.124, -0.067, -0.261], [0.267, 0.090, -0.660], [0.290, 0.290, -0.273]],
  "mulliken_charge": [1.942, -0.696, -0.775, -0.565, -1.215, -0.622, -0.370, -0.663, -0.682, -0.562, 0.557, 0.361, 0.553, 0.396, 0.460, 0.443, 0.655, 0.587, 0.479, 0.551, 0.276, 0.578, 0.541, 0.254, 0.290, -0.423, -0.116, -1.069, 0.321, 0.271, 0.370, -0.371, -0.896, -0.589, -1.021, 0.641, 0.051, 0.009, 0.125, 0.074, -0.274, -0.911, -0.653, -0.998, 0.805, 0.013, 0.528, 0.438, -0.439, 0.705, 0.364, 0.474, 0.465, 0.454, 0.477, 0.299, 0.403, 0.484, 0.457, 0.483, 0.304, -0.078, 0.937, -0.052, -0.090, -0.634, -0.110],
  "charge": 4,
  "spin_multiplicity": 3,
  "orbital_gap_ev": [5.3757, 6.2800],
  "homo_energy_ev": [-19.68, -19.69]
}

=====

No. 3
{
  "formula": "C24H30ClN4",
  "method": "the ωB97M-V functional and the def2-TZVPD basis",
  "elements": ["C", "C", "N", "C", "C", "N", "C", "C", "N", "C", "C", "C", "C", "N", "C", "C", "C", "C", "C", "Cl", "C", "C", "C", "C", "C", "C", "C", "C", "C", "H", "H", "H", "H", "H", "H", "H", "H", "H", "H", "H", "H", "H", "H", "H", "H", "H", "H", "H", "H", "H", "H", "H", "H", "H", "H", "H", "H", "H", "H"],
  "coordinates": [[-4.25800, -1.94517, -0.44687], [-4.03486, -0.59938, -1.09724], [-2.79242, -0.50030, -1.85336], [-2.94719, -0.19370, -3.24409], [-1.74451, -0.55637, -4.09522], [-0.53280, -0.25888, -3.46191], [0.57481, -0.08577, -4.29584], [1.89171, -0.32370, -3.57923], [1.92653, 0.18649, -2.24135], [3.25663, 0.40321, -1.68094], [3.51066, 1.81715, -1.21680], [0.81639, 0.11884, -1.43848], [0.85647, 0.28746, 0.01601], [-0.24329, 0.20337, 0.76743], [-0.10441, 0.33490, 2.52894], [1.31779, 0.34473, 2.93268], [2.01228, 1.55314, 3.22356], [3.41798, 1.56726, 3.49826], [4.10932, 0.34352, 3.58998], [5.79403, 0.35573, 3.84203], [3.40125, -0.85311, 3.55758], [2.00511, -0.85974, 3.28179], [-0.88841, 1.50445, 2.90323], [-2.13226, 1.13104, 3.43064], [-2.29994, -0.34617, 3.52760], [-0.93866, -0.91432, 3.02704], [-1.39317, -0.18381, 0.21642], [-1.57416, -0.33707, -1.23500], [-0.43304, -0.16491, -2.08752], [-5.18946, -1.90410, 0.11575], [-4.35074, -2.72310, -1.20917], [-3.44427, -2.21430, 0.23272], [-4.80665, -0.43480, -1.83580], [-4.08855, 0.22627, -0.37567], [-3.83171, -0.70837, -3.58032], [-3.16202, 0.85992, -3.39108], [-1.82956, -1.62928, -4.37352], [-1.84334, -0.02214, -5.05203], [0.54481, -0.77279, -5.15590], [0.61100, 0.92416, -4.75598], [2.09895, -1.38906, -3.59613], [2.71400, 0.13710, -4.10006], [3.43756, -0.33014, -0.88492], [3.92495, 0.16840, -2.50063], [4.52059, 1.86054, -0.81105], [3.44551, 2.51260, -2.05845], [2.80212, 2.12769, -0.44278], [1.85485, 0.42708, 0.47628], [1.51694, 2.50920, 3.18033], [3.93696, 2.47763, 3.55504], [3.92971, -1.78410, 3.66111], [1.48755, -1.81396, 3.27635], [-0.45996, 2.49967, 3.05374], [-2.92067, 1.82993, 3.73312], [-3.11411, -0.73507, 2.89389], [-2.54255, -0.70162, 4.55737], [-1.03857, -1.67721, 2.22598], [-0.49515, -1.37317, 3.94667], [-2.28201, -0.37588, 0.84577]],
  "forces_ev_per_angstrom": [[0.003, -0.120, 0.091], [0.462, 0.285, -0.066], [0.226, -0.784, 1.086], [0.231, 0.490, -0.309], [-1.988, -1.225, -0.870], [0.130, 0.137, 2.208], [1.920, 0.980, -1.430], [-0.232, -0.553, -0.072], [-0.017, 0.775, 0.954], [-0.430, -0.347, -0.101], [0.011, 0.190, 0.075], [-0.834, -0.301, 1.165], [1.196, -0.085, -2.447], [0.986, -0.721, 1.066], [-0.927, -1.798, -1.042], [1.866, -0.196, 1.494], [1.506, -0.834, -0.568], [-2.081, -2.012, -0.573], [-1.370, 0.781, 0.095], [0.503, -0.074, 0.024], [-1.443, 0.229, -0.518], [1.030, 0.974, -0.734], [-3.320, -0.005, 2.235], [2.349, 1.133, -1.190], [-0.182, -0.790, -0.547], [0.069, 0.086, 0.691], [-1.917, -0.163, -2.168], [1.066, 0.981, 1.101], [0.051, 0.165, 1.116], [-0.016, -0.136, 0.096], [0.074, 0.035, 0.131], [-0.104, -0.036, -0.064], [-0.400, 0.158, 0.073], [-0.060, -0.082, 0.031], [-0.143, -0.362, -0.400], [0.009, 0.543, 0.098], [0.279, 0.283, 0.224], [0.212, 0.086, 0.273], [-0.175, -0.012, 0.302], [-0.250, -0.212, 0.297], [0.039, -0.507, 0.144], [0.074, 0.258, -0.510], [0.099, 0.063, 0.005], [0.383, -0.097, 0.111], [0.011, 0.163, 0.086], [-0.039, -0.046, 0.149], [0.165, 0.056, -0.136], [-1.130, 0.060, -0.042], [-0.014, 0.076, -0.201], [0.543, 1.056, 0.285], [0.030, -0.193, 0.236], [0.135, 0.128, -0.187], [-0.476, -0.305, -0.725], [0.544, -0.199, 0.082], [-0.023, 0.291, 0.221], [0.237, 0.465, -0.668], [0.112, 0.411, 0.725], [0.140, 0.367, -1.126], [0.879, 0.489, -0.279]],
  "mulliken_charge": [-1.024, -0.920, 0.031, -0.760, -0.806, -0.047, -0.815, -0.780, 0.026, -0.931, -1.015, 0.185, -0.664, 0.080, 3.244, -1.256, -0.241, -0.969, 0.414, -0.180, -0.875, -0.307, -1.016, -0.533, -0.710, -1.159, -0.527, 0.226, 1.010, 0.365, 0.348, 0.263, 0.507, 0.404, 0.497, 0.308, 0.334, 0.440, 0.445, 0.337, 0.315, 0.470, 0.421, 0.473, 0.370, 0.341, 0.306, 0.315, 0.261, 0.487, 0.430, 0.418, 0.383, 0.468, 0.252, 0.434, 0.404, 0.348, 0.177],
  "charge": 1,
  "orbital_gap_ev": 7.6940,
  "homo_energy_ev": -10.26
}